The following is a quantum chemistry calculation of an isolated molecule of CH3ClN2O2 at a distorted geometry, from the Open Molecules 2025 dataset.

The SMILES is NC(=O)N(O)Cl. Its electronic energy is -759.9932 Ha. Its frontier orbital gap is 10.3 eV. As for the HOMO energy: -9.64 eV. As for the spin multiplicity: 1. The relative energy (zero: lowest compared OMol25 entry of this formula, charge and spin) comes out at 47.9 kJ/mol. Its lowest unoccupied orbital energy is 0.65 eV.

Last column: natural (NBO) charge in e.
CARTESIAN COORDINATES (ANGSTROEM)
H (1.02457, -1.91735, -0.28354)  0.462
N (-0.81354, -1.53803, -0.01955)  -0.214
C (-0.98782, -0.27621, -1.12041)  0.786
Cl (-1.02735, -2.93898, -1.06502)  0.079
H (-0.31764, 0.85685, 0.35586)  0.406
N (-0.75606, 0.89829, -0.52187)  -0.813
H (-0.54883, 1.66115, -1.05040)  0.398
O (-1.25223, -0.52598, -2.20271)  -0.534
O (0.54398, -1.43791, 0.43375)  -0.570